The following is a quantum chemistry calculation of a 14-piece molecular cluster, C75H171N7O14 overall, from the Open Molecules 2025 dataset.

Last column: Löwdin charge in e.
Geometry (Å):
C1 5.616 0.855 6.610  -0.01
C2 5.726 2.066 5.642  -0.51
C3 6.852 1.871 4.593  -0.14
C4 6.424 0.834 3.571  -0.16
C5 5.144 1.275 2.822  -0.13
C6 4.003 1.405 3.793  -0.54
N1 4.511 2.306 4.868  -0.09
O1 3.403 2.631 5.686  -0.03
C7 2.841 2.102 3.111  -0.02
C8 3.650 0.030 4.217  -0.03
C9 6.036 3.399 6.382  -0.02
H1 4.637 0.761 7.137  0.08
H2 6.359 1.051 7.419  0.09
H3 5.740 -0.078 6.052  0.06
H4 6.942 2.808 4.131  0.09
H5 7.822 1.748 5.060  0.12
H6 6.291 -0.118 4.158  0.10
H7 7.241 0.680 2.846  0.12
H8 4.962 0.539 2.025  0.11
H9 5.263 2.176 2.224  0.12
H10 2.607 1.724 2.088  0.08
H11 1.968 1.873 3.734  0.06
H12 2.821 3.196 3.133  0.10
H13 4.428 -0.561 4.683  0.06
H14 2.850 -0.036 5.000  0.08
H15 3.252 -0.491 3.326  0.09
H16 6.952 3.141 6.971  0.09
H17 5.209 3.584 7.055  0.07
H18 6.130 4.229 5.688  0.08
H19 3.108 1.786 6.050  0.06
C10 -6.796 4.109 2.552  -0.03
C11 -6.229 3.129 1.501  -0.53
C12 -4.763 2.844 2.041  -0.14
C13 -4.057 1.825 1.199  -0.20
C14 -4.886 0.551 1.174  -0.13
C15 -6.408 0.684 0.822  -0.49
N2 -7.020 1.875 1.584  -0.02
O2 -8.366 2.056 0.935  -0.05
C16 -6.602 0.682 -0.691  -0.04
C17 -7.036 -0.565 1.448  -0.05
C18 -6.162 3.831 0.210  -0.04
H20 -6.404 5.079 2.336  0.07
H21 -6.512 3.777 3.561  0.09
H22 -7.867 4.137 2.402  0.07
H23 -4.137 3.737 2.130  0.12
H24 -4.797 2.451 3.100  0.12
H25 -3.077 1.608 1.598  0.08
H26 -3.856 2.160 0.188  0.10
H27 -4.857 0.152 2.210  0.11
H28 -4.495 -0.217 0.510  0.11
H29 -7.562 1.133 -0.952  0.08
H30 -5.808 1.254 -1.258  0.08
H31 -6.597 -0.332 -1.055  0.07
H32 -6.853 -0.456 2.526  0.08
H33 -8.115 -0.657 1.174  0.09
H34 -6.479 -1.465 1.082  0.09
H35 -5.647 3.240 -0.590  0.07
H36 -5.543 4.707 0.354  0.08
H37 -7.196 4.003 -0.074  0.09
H38 -8.843 2.108 1.762  0.09
C19 -0.311 7.605 -3.209  -0.04
C20 -1.074 6.964 -4.363  -0.53
C21 -0.321 5.684 -4.773  -0.15
C22 -0.473 4.566 -3.762  -0.19
C23 -1.977 4.254 -3.614  -0.11
C24 -2.738 5.523 -3.052  -0.44
N3 -2.466 6.649 -3.974  -0.07
O3 -3.086 7.924 -3.607  -0.04
C25 -4.317 5.261 -3.131  -0.02
C26 -2.333 5.770 -1.541  -0.01
C27 -1.213 7.862 -5.626  -0.04
H39 0.615 8.081 -3.645  0.11
H40 -0.024 7.002 -2.341  0.07
H41 -0.840 8.452 -2.811  0.06
H42 -0.768 5.407 -5.776  0.14
H43 0.711 5.944 -4.900  0.11
H44 -0.008 4.950 -2.835  0.09
H45 0.100 3.659 -4.010  0.10
H46 -2.136 3.433 -2.888  0.11
H47 -2.339 4.008 -4.650  0.13
H48 -4.665 5.392 -4.166  0.09
H49 -4.590 4.335 -2.681  0.05
H50 -4.715 6.018 -2.477  0.06
H51 -1.394 5.308 -1.364  0.04
H52 -2.246 6.840 -1.281  0.08
H53 -3.184 5.393 -0.906  0.08
H54 -0.219 8.113 -6.059  0.08
H55 -1.777 8.826 -5.367  0.10
H56 -1.797 7.292 -6.400  0.09
H57 -2.670 8.373 -2.869  0.06
C28 -1.954 0.127 4.310  -0.04
C29 -1.752 1.117 5.486  -0.48
C30 -3.064 1.094 6.348  -0.13
C31 -2.855 1.674 7.695  -0.18
C32 -1.629 1.080 8.455  -0.14
C33 -0.407 1.195 7.613  -0.56
N4 -0.760 0.511 6.400  -0.08
O4 0.410 0.372 5.622  -0.06
C34 0.175 2.589 7.532  -0.02
C35 0.706 0.345 8.328  -0.03
C36 -1.451 2.473 4.816  -0.01
H58 -2.850 0.387 3.760  0.06
H59 -2.052 -0.916 4.701  0.09
H60 -1.097 0.088 3.605  0.07
H61 -3.910 1.570 5.796  0.13
H62 -3.274 0.035 6.456  0.11
H63 -3.748 1.589 8.350  0.12
H64 -2.613 2.732 7.669  0.10
H65 -1.749 -0.005 8.529  0.12
H66 -1.508 1.422 9.484  0.13
H67 0.840 2.801 6.704  0.08
H68 -0.583 3.356 7.523  0.07
H69 0.719 2.712 8.458  0.08
H70 1.621 0.256 7.708  0.07
H71 0.967 0.888 9.273  0.09
H72 0.359 -0.656 8.662  0.09
H73 -0.451 2.479 4.362  0.08
H74 -1.497 3.251 5.551  0.06
H75 -2.237 2.624 4.036  0.09
H76 0.537 -0.578 5.587  0.10
C37 -3.081 -3.267 -5.715  -0.03
C38 -2.146 -2.112 -5.647  -0.58
C39 -2.451 -1.130 -6.761  -0.13
C40 -3.683 -0.235 -6.538  -0.18
C41 -3.444 0.533 -5.265  -0.14
C42 -3.309 -0.391 -4.053  -0.53
N5 -2.225 -1.325 -4.405  -0.06
O5 -2.183 -2.239 -3.313  -0.07
C43 -2.890 0.400 -2.834  -0.05
C44 -4.604 -1.040 -3.617  -0.03
C45 -0.776 -2.621 -5.850  -0.05
H77 -2.894 -3.807 -6.633  0.08
H78 -4.136 -2.876 -5.704  0.09
H79 -2.977 -3.946 -4.863  0.09
H80 -1.664 -0.385 -6.983  0.13
H81 -2.706 -1.839 -7.611  0.14
H82 -4.607 -0.846 -6.482  0.11
H83 -3.803 0.450 -7.400  0.12
H84 -4.227 1.265 -5.053  0.12
H85 -2.445 1.036 -5.324  0.13
H86 -1.870 0.792 -2.827  0.07
H87 -3.521 1.308 -2.803  0.09
H88 -3.007 -0.216 -1.931  0.06
H89 -5.380 -0.305 -3.299  0.09
H90 -5.079 -1.541 -4.442  0.05
H91 -4.488 -1.768 -2.757  0.11
H92 -0.318 -3.118 -4.978  0.09
H93 -0.030 -1.905 -6.276  0.09
H94 -0.791 -3.454 -6.548  0.08
H95 -1.331 -2.032 -2.817  0.09
C46 1.113 -0.584 -3.726  -0.02
C47 1.355 -0.172 -2.267  -0.44
C48 1.142 1.402 -2.192  -0.11
C49 0.877 1.882 -0.749  -0.16
C50 -0.324 1.112 -0.147  -0.11
C51 -0.072 -0.421 -0.097  -0.45
N6 0.297 -0.898 -1.484  -0.04
O6 0.728 -2.236 -1.402  -0.07
C52 1.029 -0.813 0.922  -0.02
C53 -1.381 -1.135 0.271  -0.01
C54 2.834 -0.396 -1.957  -0.02
H96 0.044 -0.663 -3.980  0.07
H97 1.547 -1.574 -3.864  0.07
H98 1.603 0.107 -4.387  0.09
H99 2.102 1.794 -2.568  0.10
H100 0.343 1.753 -2.807  0.08
H101 0.590 2.934 -0.715  0.10
H102 1.762 1.693 -0.095  0.09
H103 -1.225 1.180 -0.834  0.11
H104 -0.610 1.463 0.868  0.12
H105 2.013 -0.393 0.709  0.06
H106 0.819 -0.403 1.926  0.08
H107 1.207 -1.893 1.031  0.06
H108 -2.165 -0.859 -0.402  0.05
H109 -1.168 -2.225 0.292  0.08
H110 -1.650 -0.773 1.235  0.06
H111 3.449 -0.113 -2.776  0.06
H112 3.024 -1.485 -1.800  0.09
H113 3.225 0.116 -1.134  0.05
H114 0.208 -2.847 -1.941  0.05
C55 2.813 -5.067 -2.335  -0.01
C56 3.784 -5.262 -1.133  -0.52
C57 5.172 -5.570 -1.655  -0.14
C58 6.288 -5.454 -0.616  -0.15
C59 6.161 -4.052 0.039  -0.13
C60 4.782 -3.788 0.697  -0.46
N7 3.795 -3.989 -0.412  -0.07
O7 2.501 -3.733 0.070  -0.07
C61 4.493 -4.588 1.959  -0.01
C62 4.733 -2.255 0.973  -0.02
C63 3.220 -6.404 -0.317  -0.03
H115 1.796 -5.070 -2.085  0.04
H116 3.062 -5.944 -2.971  0.10
H117 3.077 -4.201 -2.944  0.08
H118 5.276 -6.554 -2.160  0.13
H119 5.386 -4.803 -2.391  0.12
H120 7.257 -5.518 -1.107  0.11
H121 6.232 -6.178 0.208  0.11
H122 6.325 -3.283 -0.658  0.10
H123 6.986 -3.918 0.706  0.11
H124 3.591 -4.191 2.372  0.06
H125 4.478 -5.662 1.775  0.06
H126 5.259 -4.350 2.694  0.09
H127 4.835 -1.769 0.034  0.06
H128 3.830 -1.877 1.400  0.05
H129 5.581 -1.833 1.538  0.09
H130 4.027 -6.886 0.295  0.08
H131 2.856 -7.221 -0.920  0.08
H132 2.381 -6.087 0.372  0.09
H133 2.150 -3.052 -0.523  0.06
O8 -0.773 -4.379 -2.194  -0.04
H134 -0.753 -4.762 -1.328  0.00
H135 -1.582 -4.629 -2.650  0.06
C64 6.665 -0.334 -4.641  -0.08
C65 5.555 0.664 -5.019  -0.30
O9 4.862 0.491 -6.278  -0.10
H136 7.140 -0.179 -3.653  0.08
H137 7.417 -0.225 -5.385  0.06
H138 6.311 -1.357 -4.535  0.06
H139 5.975 1.662 -5.084  0.10
H140 4.854 0.621 -4.199  0.07
H141 4.462 -0.409 -6.277  0.03
C66 0.203 -5.168 2.829  -0.06
C67 -0.471 -4.477 1.656  -0.31
O10 -0.092 -5.015 0.404  -0.12
H142 -0.151 -4.638 3.703  0.07
H143 1.313 -5.083 2.764  0.08
H144 -0.033 -6.219 2.770  0.07
H145 -0.202 -3.420 1.684  0.09
H146 -1.566 -4.624 1.780  0.11
H147 0.841 -4.720 0.210  0.06
C68 3.906 -2.005 -8.334  -0.10
C69 3.201 -2.662 -7.227  -0.32
O11 3.671 -2.028 -6.053  -0.08
H148 3.447 -1.170 -8.868  0.09
H149 3.971 -2.753 -9.149  0.08
H150 4.964 -1.849 -8.178  0.08
H151 3.392 -3.779 -7.250  0.13
H152 2.106 -2.628 -7.352  0.11
H153 3.134 -2.416 -5.367  0.07
C70 4.020 5.032 -0.984  -0.06
C71 3.923 3.505 -1.037  -0.31
O12 5.171 2.859 -1.338  -0.08
H154 4.615 5.390 -1.822  0.07
H155 4.587 5.326 -0.168  0.05
H156 3.007 5.452 -1.087  0.08
H157 3.143 3.231 -1.782  0.09
H158 3.541 3.129 -0.098  0.09
H159 5.463 3.296 -2.145  0.07
C72 -3.313 -7.261 0.038  -0.07
C73 -3.039 -7.966 1.379  -0.30
O13 -3.958 -7.658 2.427  -0.09
H160 -3.134 -6.207 0.179  0.05
H161 -4.399 -7.421 -0.100  0.08
H162 -2.758 -7.675 -0.786  0.07
H163 -2.037 -7.712 1.764  0.10
H164 -3.078 -9.110 1.251  0.13
H165 -4.765 -7.922 1.989  0.09
C74 -3.503 -3.313 3.421  -0.09
C75 -4.534 -4.308 2.827  -0.28
O14 -4.568 -5.472 3.664  -0.10
H166 -3.049 -2.656 2.662  0.05
H167 -2.654 -3.901 3.825  0.06
H168 -3.901 -2.701 4.262  0.08
H169 -4.420 -4.645 1.800  0.10
H170 -5.470 -3.795 2.862  0.09
H171 -3.887 -6.117 3.520  0.03

## Properties
Kohn-Sham gap in eV: 8.85
HOMO level in eV: -8.4
E_tot in eV: -119633.1226
M in g mol⁻¹: 1395.228
Energy above the lowest of the compared OMol25 structures with the same formula, charge and spin in kcal/mol: 0.00
LUMO energy in eV: 0.4